[1]
The following is a quantum chemistry calculation of the ion C16H22B2Br2FN2O3 with charge +1, from OMol25.

Each line ends with the Löwdin charge.
Atoms and positions in Å:
C (0.76778, 1.45175, 2.48513)  -0.04
C (0.08806, 2.60377, 1.60956)  -0.28
F (-0.46797, 3.59111, 2.53265)  -0.07
C (-1.05645, 2.12665, 0.59374)  -0.09
C (-0.94551, 0.62815, 0.07779)  -0.01
C (0.12908, 0.38487, -1.06777)  -0.01
C (1.11301, 1.56646, -1.56573)  -0.04
B (2.69938, 1.28238, -1.18670)  -0.52
O (3.07774, 0.51771, -0.00805)  0.09
O (3.67784, 1.88086, -2.07624)  0.07
N (0.26879, -0.94040, -1.71160)  -0.04
C (1.17168, -1.32809, -2.81795)  -0.66
Br (1.22572, -0.19378, -4.43921)  0.81
C (2.64044, -1.87925, -2.32174)  -0.66
C (3.85353, -1.35419, -3.22764)  -0.20
Br (2.71916, -3.89454, -2.41892)  0.66
C (-0.55727, -2.06503, -1.25376)  0.09
C (-1.59199, -1.98861, -0.11330)  -0.07
C (-2.37557, -3.29781, 0.25924)  0.01
C (-3.40414, -3.20408, 1.39522)  -0.02
C (-3.55578, -1.83110, 2.12760)  0.04
C (-2.75802, -0.52234, 1.75155)  0.01
B (-3.09125, 0.70801, 2.72790)  -0.52
N (-4.33672, 1.52725, 2.42194)  0.10
O (-2.33352, 1.13282, 3.87735)  0.10
C (-1.76392, -0.59831, 0.56766)  -0.02
H (1.74960, 1.90137, 2.90670)  0.10
H (1.07790, 0.51865, 1.90755)  0.08
H (0.13307, 1.22146, 3.42339)  0.08
H (0.93684, 3.16113, 1.05878)  0.14
H (-0.93526, 2.78660, -0.35710)  0.13
H (-2.12444, 2.46296, 0.89408)  0.13
H (0.95654, 1.87028, -2.65091)  0.08
H (0.97369, 2.55757, -0.98045)  0.11
H (3.96924, 0.83597, 0.25954)  0.13
H (3.61809, 2.86009, -1.97580)  0.12
H (0.74771, -2.30450, -3.28558)  0.07
H (2.73074, -1.63414, -1.21145)  0.09
H (3.88793, -1.79824, -4.27956)  0.08
H (3.91508, -0.21921, -3.33670)  0.06
H (4.83128, -1.67968, -2.70223)  0.10
H (-0.42253, -3.10800, -1.73463)  0.14
H (-2.16827, -4.25809, -0.34022)  0.12
H (-4.03715, -4.11184, 1.69724)  0.11
H (-4.31637, -1.83305, 2.99764)  0.13
H (-4.08089, 2.50205, 2.19473)  0.07
H (-4.95534, 1.55279, 3.25539)  0.08
H (-1.68152, 0.41158, 4.04086)  0.09

LUMO level in eV: -4.77
SMILES string: C[C@H](F)Cc1c(CB(O)O)[n+]([C@@H](Br)[C@H](C)Br)cc2cccc(B(N)O)c12
Orbital gap in eV: 6.91
Max |F| in eV/Å: 4.68
Net charge: +1

[2]
The following is a quantum chemistry calculation of a structure of composition C16H22BF4GeNPdSe, from OMol25.

Each line ends with the Löwdin charge.
Atoms and positions in Å:
Pd (-0.60768, -1.21860, -0.05437)  0.62
C (-0.27806, -2.99354, 4.29873)  -0.04
C (0.43564, -2.41691, 3.10773)  -0.30
C (0.97945, -1.16480, 3.15041)  0.00
C (1.58290, -0.45740, 1.97627)  -0.38
C (1.68574, -1.35823, 0.76844)  -0.13
C (1.15400, -2.62375, 0.76784)  -0.20
C (0.50585, -3.16465, 1.91765)  -0.04
H (-1.35528, -2.99416, 4.12264)  0.09
H (-0.08259, -2.40784, 5.19547)  0.08
H (0.03163, -4.02324, 4.48246)  0.08
H (0.91135, -0.58926, 4.06703)  0.12
H (2.60655, -0.13759, 2.23673)  0.14
H (2.27696, -1.01524, -0.07100)  0.09
H (1.33020, -3.27183, -0.08423)  0.09
H (0.08046, -4.15791, 1.86877)  0.11
C (1.12582, 3.90570, 1.37953)  -0.22
Ge (1.38050, 2.21126, 0.44632)  0.78
C (3.25989, 1.93482, -0.02567)  -0.22
C (0.27291, 2.20182, -1.16829)  -0.21
C (0.79230, 0.79185, 1.62909)  -0.12
H (1.36885, 4.74677, 0.72899)  0.02
H (1.75251, 3.96074, 2.26956)  0.02
H (0.08312, 3.99784, 1.68442)  0.02
H (3.61987, 2.75499, -0.64763)  0.02
H (3.39563, 1.00897, -0.58669)  0.01
H (3.88662, 1.89102, 0.86643)  0.02
H (0.46533, 3.08709, -1.77623)  0.02
H (-0.78066, 2.19051, -0.88697)  0.02
H (0.48151, 1.31745, -1.77269)  -0.01
H (-0.17097, 0.89592, 2.11994)  0.05
Se (-0.11896, -1.83395, -2.33313)  0.93
C (-1.11367, -0.83952, -3.59259)  -0.62
C (-0.89390, -1.10086, -4.94366)  -0.12
C (-1.60467, -0.35945, -5.87430)  -0.14
N (-2.48734, 0.58119, -5.54617)  0.07
C (-2.69018, 0.81103, -4.25082)  -0.12
C (-2.03265, 0.13832, -3.23039)  -0.09
H (-0.19301, -1.85883, -5.26545)  0.09
H (-1.45518, -0.53209, -6.93399)  0.11
H (-3.41732, 1.57698, -4.00752)  0.11
H (-2.24422, 0.36849, -2.19777)  0.08
F (-4.11228, -0.31078, 1.56375)  0.18
B (-2.83809, 0.05793, 1.27090)  -1.22
F (-1.88559, -0.86948, 1.84363)  0.03
F (-2.51295, 1.34158, 1.65258)  0.15
F (-2.59035, -0.07236, -0.16573)  -0.02

LUMO level (spin up / spin down) in eV: 0.21 / -3.17
Multiplicity: 5
⟨S²⟩: 6.05
Orbital gap (spin up / spin down) in eV: 7.70 / 6.55
Max |F| in eV/Å: 0.15

[3]
The following is a quantum chemistry calculation of a cluster of 2 separate species, C16H22BN2 in total, from OMol25.

Each line ends with the Löwdin charge.
Atoms and positions in Å:
C (-1.55660, 1.53485, 0.81874)  -0.11
C (-0.90662, 2.95962, 0.74531)  -0.14
C (-0.24156, 2.95865, -0.60546)  -0.01
C (-0.58612, 1.85239, -1.34482)  -0.02
C (-1.32505, 0.90266, -0.54212)  -0.12
C (-2.35636, 0.06192, -1.13938)  -0.16
C (-2.37382, -0.18392, -2.54111)  0.01
C (-3.44870, -0.83150, -3.14571)  -0.05
C (-4.54406, -1.26280, -2.39094)  -0.03
C (-4.51296, -1.09241, -0.99945)  -0.05
C (-3.44669, -0.44343, -0.38071)  0.01
H (-1.06954, 0.89227, 1.59050)  0.14
H (-2.62517, 1.64583, 1.08969)  0.13
H (-1.69131, 3.73005, 0.76421)  0.13
H (-0.22831, 3.16284, 1.58508)  0.11
H (0.41007, 3.76605, -0.93992)  0.13
H (-0.36713, 1.71926, -2.40652)  0.13
H (-1.51517, 0.11097, -3.14571)  0.12
H (-3.42202, -1.02502, -4.21540)  0.12
H (-5.38785, -1.78290, -2.86730)  0.12
H (-5.32609, -1.49894, -0.39466)  0.12
H (-3.42144, -0.35546, 0.70574)  0.12
H (0.08410, -0.21579, 0.07650)  0.03
B (0.79589, -1.24094, 0.42574)  -0.27
H (0.25437, -1.87024, 1.34883)  0.05
H (0.91869, -1.94903, -0.58350)  0.05
C (2.27344, -0.93772, 0.92398)  -0.17
N (3.20296, -1.85769, 1.34048)  -0.08
C (3.02414, -3.29483, 1.38520)  -0.01
C (4.37987, -1.23130, 1.71937)  -0.02
C (4.19002, 0.11101, 1.53512)  -0.02
N (2.90272, 0.27093, 1.04911)  -0.08
C (2.32894, 1.54944, 0.70685)  -0.01
H (3.94545, -3.76207, 1.75594)  0.10
H (2.19529, -3.56970, 2.05111)  0.10
H (2.80504, -3.69723, 0.38705)  0.11
H (5.24566, -1.75977, 2.08330)  0.13
H (4.86148, 0.93283, 1.70914)  0.12
H (3.03801, 2.34429, 0.95181)  0.11
H (2.09914, 1.62144, -0.36394)  0.10
H (1.39731, 1.73539, 1.25785)  0.08

LUMO level in eV: -4.99
Orbital gap in eV: 6.72
Max |F| in eV/Å: 2.45
Net charge: +1

[4]
The following is a quantum chemistry calculation of an isolated molecule of C16H22BN3O4, from OMol25.

Each line ends with the Löwdin charge.
Atoms and positions in Å:
O (0.53472, 1.22694, 2.43311)  0.00
O (-3.13809, -1.65069, 0.29567)  0.06
N (4.01790, -0.15088, -0.49173)  0.14
O (-3.37634, 3.19891, 0.31618)  0.13
O (-4.38381, 1.06601, 0.36137)  0.18
B (-3.25870, 1.79223, 0.14182)  -0.53
C (1.20699, 0.28926, 1.89151)  -0.33
C (-2.17730, -1.22858, 0.92214)  -0.49
C (2.54711, -1.75129, 0.61780)  -0.03
C (1.46617, -2.04601, 1.39215)  -0.03
C (4.38281, 1.06526, -0.61004)  -0.15
C (3.04078, -0.45080, 0.35799)  -0.24
C (3.81692, 2.11683, 0.09221)  -0.05
C (2.86736, 1.87940, 1.03746)  0.03
C (2.39113, 0.54533, 1.11517)  -0.06
N (0.72521, -1.03493, 1.98928)  -0.02
N (-1.61757, -0.00350, 0.71557)  0.09
C (-0.07830, 0.31687, -3.58064)  -0.10
C (0.19715, -1.10237, -1.60361)  -0.05
C (-1.61434, -2.08395, 2.00347)  -0.04
C (-0.44826, -1.32940, 2.78564)  -0.11
C (-0.29684, 0.27692, -2.10606)  -0.43
C (-1.74890, 0.41485, -1.77891)  -0.14
C (-1.96563, 0.89719, -0.33062)  -0.19
H (-4.31442, 3.38763, 0.44754)  0.10
H (-4.20077, 0.12551, 0.45875)  0.07
H (2.96453, -2.55068, 0.01382)  0.12
H (0.98560, -3.01259, 1.33047)  0.13
H (5.06275, 1.33781, -1.37363)  0.10
H (4.14481, 3.14650, -0.13207)  0.12
H (2.30634, 2.59750, 1.62514)  0.13
H (-0.73467, 0.38055, 1.13543)  0.12
H (-0.41875, 1.26065, -4.09460)  0.10
H (-0.55349, -0.52587, -4.15610)  0.10
H (0.98041, 0.22097, -3.73353)  0.07
H (-0.15173, -2.03992, -2.09508)  0.11
H (1.26383, -1.27915, -1.51649)  0.06
H (-0.22581, -1.19343, -0.57887)  0.06
H (-1.14189, -2.97599, 1.59920)  0.10
H (-2.41145, -2.55179, 2.63773)  0.14
H (-0.26310, -1.79699, 3.76753)  0.14
H (-0.86148, -0.35798, 2.97775)  0.10
H (0.20007, 1.16043, -1.65061)  0.15
H (-2.12757, 1.16505, -2.42781)  0.11
H (-2.34556, -0.47597, -1.98955)  0.13
H (-1.24780, 1.72416, -0.21195)  0.14

LUMO level in eV: -0.26
SMILES string: CC(C)C[C@H](NC(=O)CCn1ccc2ncccc2c1=O)B(O)O
Orbital gap in eV: 8.56
Max |F| in eV/Å: 3.31

Please write out number 3 again, unchanged.
The following is a quantum chemistry calculation of a cluster of 2 separate species, C16H22BN2 in total, from OMol25.

Each line ends with the Löwdin charge.
Atoms and positions in Å:
C (-1.55660, 1.53485, 0.81874)  -0.11
C (-0.90662, 2.95962, 0.74531)  -0.14
C (-0.24156, 2.95865, -0.60546)  -0.01
C (-0.58612, 1.85239, -1.34482)  -0.02
C (-1.32505, 0.90266, -0.54212)  -0.12
C (-2.35636, 0.06192, -1.13938)  -0.16
C (-2.37382, -0.18392, -2.54111)  0.01
C (-3.44870, -0.83150, -3.14571)  -0.05
C (-4.54406, -1.26280, -2.39094)  -0.03
C (-4.51296, -1.09241, -0.99945)  -0.05
C (-3.44669, -0.44343, -0.38071)  0.01
H (-1.06954, 0.89227, 1.59050)  0.14
H (-2.62517, 1.64583, 1.08969)  0.13
H (-1.69131, 3.73005, 0.76421)  0.13
H (-0.22831, 3.16284, 1.58508)  0.11
H (0.41007, 3.76605, -0.93992)  0.13
H (-0.36713, 1.71926, -2.40652)  0.13
H (-1.51517, 0.11097, -3.14571)  0.12
H (-3.42202, -1.02502, -4.21540)  0.12
H (-5.38785, -1.78290, -2.86730)  0.12
H (-5.32609, -1.49894, -0.39466)  0.12
H (-3.42144, -0.35546, 0.70574)  0.12
H (0.08410, -0.21579, 0.07650)  0.03
B (0.79589, -1.24094, 0.42574)  -0.27
H (0.25437, -1.87024, 1.34883)  0.05
H (0.91869, -1.94903, -0.58350)  0.05
C (2.27344, -0.93772, 0.92398)  -0.17
N (3.20296, -1.85769, 1.34048)  -0.08
C (3.02414, -3.29483, 1.38520)  -0.01
C (4.37987, -1.23130, 1.71937)  -0.02
C (4.19002, 0.11101, 1.53512)  -0.02
N (2.90272, 0.27093, 1.04911)  -0.08
C (2.32894, 1.54944, 0.70685)  -0.01
H (3.94545, -3.76207, 1.75594)  0.10
H (2.19529, -3.56970, 2.05111)  0.10
H (2.80504, -3.69723, 0.38705)  0.11
H (5.24566, -1.75977, 2.08330)  0.13
H (4.86148, 0.93283, 1.70914)  0.12
H (3.03801, 2.34429, 0.95181)  0.11
H (2.09914, 1.62144, -0.36394)  0.10
H (1.39731, 1.73539, 1.25785)  0.08

LUMO level in eV: -4.99
Orbital gap in eV: 6.72
Max |F| in eV/Å: 2.45
Net charge: +1

> Which of these has the lowest max |F|?

C16H22BF4GeNPdSe